Entry 1:
Computed, not measured: a 11-piece molecular cluster, C25H25Cl41N3O5 overall at a distorted geometry, with ωB97M-V/def2-TZVPD.

Values from the calculation:
F_max: 1.15 eV/Å
E: -20375.48917 Ha
total charge: +1
HOMO level: -11.9 eV
E_LUMO: -3.96 eV
gap between HOMO and LUMO: 7.989 eV

Geometry (Å):
C1 -0.856156 -3.142332 0.211597
C2 -1.280596 -3.952538 -0.976404
N1 -1.236459 -5.216983 -0.947225
C3 -1.825017 -3.267865 -2.238463
C4 -1.240833 -1.941735 -2.605172
C5 -2.021528 -0.808437 -2.645899
C6 -3.493707 -0.801375 -2.325395
C7 -4.335287 -0.914614 -3.629639
O1 -5.283606 0.136290 -3.704907
C8 -5.021342 -2.278424 -3.832687
N2 -4.799414 -2.758148 -5.204292
C9 -1.433939 0.407046 -3.032459
O2 -2.205989 1.510218 -3.099900
C10 -0.097961 0.437834 -3.376965
C11 0.651071 -0.697821 -3.341499
C12 2.087083 -0.595792 -3.777563
O3 2.755473 0.386248 -3.009756
C13 3.977027 0.726408 -3.632759
O4 4.916353 -0.298486 -3.624799
C14 5.195249 -0.821745 -2.326919
C15 4.790456 -2.291112 -2.187180
O5 3.917445 -2.526078 -1.087412
N3 0.075894 -1.848349 -2.948865
Cl1 1.012534 -3.272450 -2.891783
H1 -0.116513 -2.400324 -0.091618
H2 -1.749093 -2.658012 0.616008
H3 -0.472260 -3.820028 0.964465
H4 -1.589890 -5.600621 -1.824708
H5 -1.631037 -3.959241 -3.061761
H6 -2.900070 -3.212621 -2.138569
H7 -3.765900 -1.552411 -1.590805
H8 -3.718829 0.165759 -1.890062
H9 -3.644086 -0.803482 -4.469045
H10 -5.260226 0.492596 -4.597829
H11 -6.082239 -2.173477 -3.618955
H12 -4.625215 -3.025839 -3.140221
H13 -4.098223 -3.482323 -5.234420
H14 -5.648651 -3.097304 -5.630798
H15 -1.982436 2.142230 -2.401982
H16 0.339256 1.373865 -3.693467
H17 2.048332 -0.240340 -4.815506
H18 2.618498 -1.543265 -3.793499
H19 4.391423 1.620671 -3.163262
H20 3.808507 0.970202 -4.685508
H21 6.277018 -0.782757 -2.215189
H22 4.791272 -0.212159 -1.518379
H23 5.672288 -2.909522 -2.035343
H24 4.317614 -2.644889 -3.111113
H25 3.400440 -1.733575 -0.911447
C16 -6.741368 2.504200 1.730064
Cl2 -8.359051 2.455250 1.043376
Cl3 -6.799288 3.143942 3.378611
Cl4 -6.055430 0.867991 1.763166
Cl5 -5.711531 3.549269 0.743549
C17 -3.507508 -0.355651 5.328455
Cl6 -4.707964 0.831614 4.809408
Cl7 -3.734926 -1.918270 4.516686
Cl8 -1.883682 0.249974 4.959997
Cl9 -3.662531 -0.588819 7.066817
C18 -11.643546 4.329341 3.115384
Cl10 -11.611847 6.017563 3.626595
Cl11 -10.098007 3.567291 3.499113
Cl12 -12.948319 3.482362 3.946078
Cl13 -11.909920 4.248326 1.364979
C19 4.123811 -1.838935 2.867592
Cl14 4.148054 -1.211697 4.513651
Cl15 2.858944 -3.060469 2.715949
Cl16 3.766078 -0.490670 1.753967
Cl17 5.680163 -2.562499 2.488562
C20 8.432747 -0.027536 0.400827
Cl18 9.068893 1.590878 0.720094
Cl19 6.667308 -0.002890 0.536025
Cl20 8.903277 -0.529186 -1.229126
Cl21 9.084461 -1.161167 1.579516
C21 4.516085 3.812904 1.980641
Cl22 4.604143 4.323221 3.663044
Cl23 3.210142 2.623494 1.812156
Cl24 4.205431 5.211658 0.950359
Cl25 6.028216 3.049233 1.490363
C22 -7.489572 7.125299 0.931437
Cl26 -6.886970 6.885445 2.573697
Cl27 -8.944525 6.156720 0.693216
Cl28 -7.860920 8.829673 0.679090
Cl29 -6.247666 6.615284 -0.226315
C23 11.318516 -2.353769 4.682125
Cl30 10.832935 -0.698334 4.301175
Cl31 12.903996 -2.678069 3.981035
Cl32 11.389271 -2.562687 6.431500
Cl33 10.132793 -3.480617 4.002520
C24 -3.618930 -5.714780 3.019848
Cl34 -4.425099 -7.277046 3.123831
Cl35 -2.389664 -5.601173 4.280655
Cl36 -2.827637 -5.603216 1.435196
Cl37 -4.810328 -4.428890 3.301633
C25 7.673417 7.116039 2.789141
Cl38 6.740157 7.225827 1.286232
Cl39 8.257055 5.463716 3.011153
Cl40 9.052055 8.213479 2.702648
Cl41 6.651529 7.573510 4.153669

Forces on atoms 1 to 2 (eV/Å):
C -0.454 -0.219 -0.481
C 0.131 -0.408 -0.229

Entry 2:
Computed, not measured: C17H18Br2IrN4O3S2 as an isolated structure at a distorted geometry, with ωB97M-V/def2-TZVPD.

Values from the calculation:
energy above the lowest of the compared OMol25 structures with the same formula, charge and spin: 466.0 kJ/mol
spin multiplicity: 2
F_max: 3.75 eV/Å
E: -7151.30876 Ha
total charge: +2
HOMO level (spin up / spin down): -13.4 / -13.6 eV
E_LUMO (spin up / spin down): -8.93 / -8.77 eV
gap between HOMO and LUMO (spin up / spin down): 4.519 / 4.790 eV

Geometry (Å):
Ir1 0.509972 0.208286 0.043518
C1 0.567727 -4.221363 -1.421631
C2 0.773237 -2.880411 -0.804878
N1 0.028621 -1.865967 -1.042661
O1 -0.974117 -2.062332 -1.885114
C3 1.897776 -2.604570 0.094381
C4 3.037877 -3.541201 0.231318
N2 1.803377 -1.484708 0.720761
O2 2.853594 -1.160594 1.568481
H1 -0.484741 -4.362555 -1.653455
H2 0.909673 -5.018293 -0.765708
H3 1.115605 -4.278609 -2.366163
H4 -1.426394 -1.186677 -1.942561
H5 3.305290 -3.950595 -0.742141
H6 2.764966 -4.378269 0.879825
H7 3.896099 -3.044979 0.675603
C5 0.659671 2.766820 2.506113
C6 -0.531571 2.970136 1.630519
C7 -1.346025 4.096612 1.823259
C8 -2.505275 4.255771 1.109149
C9 -2.866897 3.282597 0.163082
C10 -4.065957 3.299192 -0.595783
Br1 -5.317935 4.684022 -0.375574
C11 -4.332633 2.299764 -1.501395
C12 -3.410287 1.280327 -1.718345
Br2 -3.745456 -0.077526 -2.974003
C13 -2.187478 1.239683 -1.033831
O3 -1.266009 0.365050 -1.276070
C14 -1.957635 2.224254 -0.038036
N3 -0.818183 2.067684 0.686115
H8 0.628370 3.422031 3.372711
H9 1.590892 2.963870 1.966670
H10 0.684949 1.736453 2.855137
H11 -1.053999 4.827375 2.564095
H12 -3.139944 5.116713 1.269508
H13 -5.256557 2.313437 -2.062751
S1 2.750613 0.374546 2.042569
C15 2.105779 1.193735 -0.944584
N4 2.252639 2.479637 -1.072653
C16 3.468478 2.989936 -1.718960
C17 4.480897 1.845457 -1.691618
S2 3.481637 0.321037 -1.455269
H14 1.499257 3.125013 -0.868137
H15 3.837656 3.860236 -1.180468
H16 3.220241 3.290808 -2.738219
H17 5.163431 1.907242 -0.846715
H18 5.054953 1.754653 -2.608579

Forces on atoms 1 to 2 (eV/Å):
Ir -2.664 0.776 -2.525
C -0.113 0.066 0.002

Entry 3:
Computed, not measured: a 11-piece molecular cluster, C3H27O11 overall at a distorted geometry, with ωB97M-V/def2-TZVPD.

Values from the calculation:
energy above the lowest of the compared OMol25 structures with the same formula, charge and spin: 126.5 kJ/mol
F_max: 4.36 eV/Å
E: -958.15086 Ha
total charge: -1
HOMO level: -5.3 eV
E_LUMO: 2.58 eV
gap between HOMO and LUMO: 7.876 eV

Geometry (Å):
C1 0.514795 1.397192 1.455434
C2 -0.165106 1.341521 0.105753
C3 0.726286 1.440152 -1.076337
O1 -0.665206 0.028915 -0.144445
H1 0.711105 0.379598 1.855287
H2 -0.133539 1.997993 2.077427
H3 1.487220 1.785041 1.335900
H4 -0.914947 2.066028 0.112068
H5 0.125300 1.761551 -1.834561
H6 1.248495 0.483771 -1.332226
H7 1.576202 2.177735 -0.971264
O2 -3.012776 1.214396 -1.380248
H8 -2.194560 0.883791 -0.981519
H9 -2.548328 1.589202 -2.142657
O3 -2.392514 0.338515 2.064942
H10 -1.765089 0.175842 1.356993
H11 -2.047897 1.080729 2.595595
O4 0.418300 -0.467334 -4.450164
H12 0.067132 -0.491906 -3.563016
H13 -0.259451 -0.086174 -5.014727
O5 3.551467 0.309758 0.380714
H14 2.610099 0.553620 0.376851
H15 3.534882 -0.585538 0.051400
O6 -3.753000 -1.570060 -0.514355
H16 -3.149513 -0.845809 -0.822168
H17 -4.512203 -1.521181 -1.131674
O7 0.711763 1.710814 5.013590
H18 -0.102152 2.092778 4.707800
H19 0.422806 0.792729 4.972234
O8 -1.594981 -1.142848 -2.599351
H20 -1.658048 -2.073797 -2.437465
H21 -1.305813 -0.767018 -1.767325
O9 1.750005 -2.119249 -2.341932
H22 1.438616 -1.451561 -1.728723
H23 1.093361 -2.292545 -3.055716
O10 0.797816 -1.997689 0.459443
H24 0.165322 -1.295892 0.322458
H25 1.347327 -1.650736 1.117458
O11 2.465804 -1.902339 2.638951
H26 2.272615 -2.125829 3.569963
H27 3.138403 -1.214164 2.719612

Forces on atoms 1 to 2 (eV/Å):
C -0.301 -1.134 0.020
C 1.552 -4.060 -0.335

Question: What is the E in the third record?
Answer: -958.15086 Ha

Question: Which of these has the lowest E?
Answer: C25H25Cl41N3O5